# 1
{"formula": "C42H53BFGeN3O2Se2SnTe", "method": "wB97M-V/def2-TZVPD", "elements": ["Sn", "C", "Se", "C", "C", "Se", "C", "H", "H", "H", "H", "H", "H", "H", "H", "H", "H", "N", "N", "H", "H", "H", "H", "C", "C", "C", "C", "C", "C", "Te", "C", "C", "C", "H", "H", "H", "H", "H", "H", "H", "H", "H", "H", "H", "F", "C", "C", "C", "C", "C", "C", "C", "H", "H", "H", "H", "H", "H", "B", "C", "N", "H", "H", "H", "O", "C", "O", "C", "C", "Ge", "C", "C", "C", "C", "C", "C", "C", "C", "C", "C", "C", "C", "C", "C", "C", "C", "C", "C", "H", "H", "H", "H", "H", "H", "H", "H", "H", "H", "H", "H", "H", "H", "H", "H", "H", "H", "H"], "coordinates": [[1.9363, -0.1854, -0.2439], [0.6387, -5.2819, 4.1037], [1.5610, -3.7595, 4.8098], [1.1557, -2.4770, 3.4274], [1.8137, -1.1250, 3.7033], [3.4594, -0.6899, 2.7837], [4.4399, -2.3359, 2.7679], [-0.4598, -5.1519, 4.0961], [0.8906, -6.0778, 4.7820], [0.8776, -5.5217, 3.0536], [0.1102, -2.3324, 3.4172], [1.3938, -2.8519, 2.4360], [1.9825, -0.9683, 4.7770], [1.1772, -0.3383, 3.3289], [3.8325, -3.1381, 2.4080], [4.8461, -2.5791, 3.7414], [5.2941, -2.1907, 2.1342], [0.6886, -4.9967, 0.4421], [2.0779, -4.9710, 0.8986], [0.1133, -4.3791, 0.9961], [0.3512, -5.9361, 0.5636], [2.2180, -4.7355, 1.9058], [2.5109, -4.2000, 0.4238], [6.0396, 3.7052, -5.2765], [5.7160, 2.5367, -4.3849], [4.9452, 1.5192, -4.8126], [4.5954, 0.4782, -3.9327], [3.7619, -0.6198, -4.5503], [5.0064, 0.5494, -2.6042], [4.4097, -1.0299, -1.2719], [5.8492, 1.5625, -2.1630], [6.3123, 1.7098, -0.7565], [6.2331, 2.5328, -3.0806], [7.1313, 3.7023, -5.4511], [5.7677, 4.6917, -4.7922], [5.4696, 3.5682, -6.2015], [4.6083, 1.4209, -5.8415], [3.6173, -0.3616, -5.6117], [2.7975, -0.6744, -4.0408], [4.2336, -1.6098, -4.4732], [5.5202, 2.1785, -0.1880], [7.1670, 2.3435, -0.8023], [6.5454, 0.7650, -0.2868], [6.9601, 3.2821, -2.8150], [-0.0963, 2.6505, 5.6290], [0.4390, 2.4250, 4.3758], [1.8265, 2.4319, 4.2775], [2.4338, 2.1858, 3.0658], [1.7040, 2.0295, 1.8967], [2.3701, 1.9016, 0.5409], [0.3172, 1.9047, 2.0320], [-0.2952, 2.1156, 3.2579], [2.4783, 2.4654, 5.1847], [3.5243, 2.1983, 2.9757], [3.4052, 2.1493, 0.5259], [1.8433, 2.5332, -0.1571], [-0.3194, 1.7506, 1.1791], [-1.3859, 2.0274, 3.3392], [-0.0200, 1.4039, -4.7949], [0.7179, 0.9938, -3.4396], [1.2505, 0.6651, -2.4771], [0.4987, 0.8036, -5.6874], [-1.2202, 1.1107, -4.7001], [0.0941, 2.5923, -4.8827], [-3.1017, -4.6560, 2.2883], [-2.3906, -3.6877, 1.9508], [-1.1799, -3.4454, 2.2528], [-3.1647, -2.5705, 1.1370], [-2.4686, -1.2899, 0.8017], [-3.6918, -0.0322, 0.0681], [-5.1986, 0.2527, 1.2958], [-6.3352, 1.0155, 0.9432], [-7.2968, 1.3332, 1.8561], [-7.1979, 0.9088, 3.1823], [-6.0306, 0.2178, 3.5474], [-5.0728, -0.1127, 2.6256], [-2.8180, 1.7128, -0.1669], [-3.2715, 2.8266, 0.5596], [-2.6891, 4.1018, 0.4187], [-1.6265, 4.2087, -0.4754], [-1.1594, 3.1307, -1.1650], [-1.7378, 1.8828, -1.0153], [-4.4712, -0.5866, -1.6942], [-5.7924, -0.9948, -1.8699], [-6.2008, -1.4516, -3.1223], [-5.3200, -1.5004, -4.1779], [-4.0199, -1.1303, -3.9933], [-3.5551, -0.7051, -2.7434], [-4.0921, -2.4718, 1.7551], [-3.5782, -3.0778, 0.2684], [-1.7143, -1.4684, 0.0135], [-1.9118, -0.8872, 1.6419], [-6.4156, 1.3818, -0.0662], [-8.2172, 1.8087, 1.5426], [-8.0138, 1.0876, 3.8954], [-5.9503, -0.1332, 4.5571], [-4.2106, -0.7082, 2.8995], [-4.1214, 2.7194, 1.2542], [-3.0730, 4.9130, 1.0566], [-1.2063, 5.2144, -0.6391], [-0.3635, 3.2285, -1.8843], [-1.3058, 1.0576, -1.5770], [-6.4927, -0.9820, -1.0216], [-7.2053, -1.8486, -3.2446], [-5.7112, -1.8276, -5.1508], [-3.2932, -1.2587, -4.7659], [-2.4956, -0.5414, -2.5992]], "atomic_forces_ev_per_a": [[-0.42, 0.16, 0.05], [-1.35, -0.18, -0.76], [0.50, 0.14, 0.08], [0.86, 0.78, -0.14], [0.19, -0.49, 0.60], [0.38, 0.29, -0.44], [0.27, -0.06, 0.60], [0.57, 0.20, 0.15], [0.19, -0.55, 0.07], [0.24, 0.06, 0.68], [-1.09, -0.01, 0.03], [0.16, -0.11, -0.01], [-0.18, 0.01, -0.22], [-0.34, 0.28, 0.06], [-0.29, -0.54, -0.24], [-0.22, -0.09, 0.33], [0.23, 0.16, -0.64], [1.23, 0.11, 0.20], [-0.24, -0.02, 0.56], [-0.39, 0.26, 0.32], [-0.04, -0.22, 0.11], [-0.65, -0.38, -0.84], [0.18, 0.24, -0.49], [0.13, 0.45, 0.35], [1.18, 1.69, 0.81], [-0.74, -1.60, 0.16], [0.00, 0.16, -0.65], [0.08, 0.03, 0.12], [-0.59, -1.11, 0.14], [0.37, 0.07, -0.26], [0.10, 0.44, -0.62], [-0.37, -0.35, -0.28], [-0.53, -0.52, -0.48], [-0.45, 0.24, -0.28], [0.22, -1.08, -0.58], [0.36, 0.39, -0.03], [-0.02, 0.37, 0.08], [-0.16, -0.31, 0.40], [0.02, -0.10, -0.18], [-0.05, 0.28, 0.04], [-0.10, 0.17, 0.37], [0.77, 0.58, 0.46], [0.10, -0.21, 0.11], [0.01, 0.35, 0.24], [-0.12, -0.19, -1.02], [1.27, -0.15, 0.53], [0.59, -0.47, 1.41], [0.69, 0.75, -0.37], [0.11, -0.46, -1.10], [-1.33, -0.59, 0.52], [0.35, 0.59, 0.24], [-1.53, 0.00, 0.46], [-0.84, 0.30, -0.73], [-0.39, 0.02, 0.24], [0.80, 0.17, 0.20], [-0.15, 0.29, -0.40], [-0.07, -0.16, -0.27], [0.41, 0.10, -0.06], [-0.58, -0.15, 0.63], [-0.62, 0.08, -1.03], [0.63, -0.20, 1.33], [0.24, -0.16, -0.33], [0.43, 0.01, 0.08], [0.08, 0.41, -0.17], [0.51, 0.17, -0.22], [0.01, 0.67, 0.26], [-0.91, -0.35, -0.49], [-0.95, -1.66, 1.17], [0.78, -0.45, -0.58], [-1.00, 0.63, -0.67], [-0.40, 0.92, -0.28], [1.45, -0.50, -0.43], [-1.28, -0.22, 0.95], [0.73, -0.22, -0.16], [-1.58, 0.28, 0.58], [0.57, -0.31, -0.51], [-0.57, 0.20, 0.53], [-0.24, 0.52, 0.26], [-0.36, -1.34, 0.33], [-0.37, 2.16, 0.64], [0.32, -0.62, -0.74], [0.17, -0.23, -0.14], [0.97, -0.02, 0.99], [-0.08, 0.05, -0.04], [-0.64, -0.15, 0.87], [-1.00, -0.16, -0.80], [1.36, 0.09, 0.63], [-1.07, -0.35, -0.41], [0.66, 0.37, -0.33], [0.20, 0.00, -0.44], [-0.07, 0.01, 0.33], [0.03, 0.15, 0.22], [-0.13, 0.01, -0.32], [0.06, 0.30, -0.11], [0.50, -0.03, -0.28], [0.19, -0.09, 0.44], [-0.01, 0.08, 0.31], [0.47, -0.01, -0.37], [0.38, -0.23, -0.61], [0.03, -0.61, 0.04], [0.26, 0.12, -0.06], [-0.15, 0.07, 0.07], [0.33, -0.01, -0.46], [0.00, 0.21, -0.02], [0.44, 0.04, 0.36], [0.26, 0.10, -0.57], [-0.01, 0.22, -0.07]], "lowdin_charge": [0.672, -0.445, 0.908, -0.576, -0.534, 0.883, -0.413, 0.030, -0.008, 0.003, 0.025, 0.038, 0.052, 0.028, -0.011, 0.016, 0.000, -0.047, -0.087, 0.012, 0.044, 0.016, 0.029, -0.068, -0.307, -0.035, -0.311, -0.099, -0.501, 0.736, -0.333, -0.090, -0.025, 0.075, 0.092, 0.068, 0.111, 0.072, 0.041, 0.065, 0.068, 0.059, 0.033, 0.105, 0.011, -0.271, -0.036, -0.156, -0.372, -0.328, -0.064, -0.022, 0.129, 0.094, 0.007, 0.028, 0.081, 0.122, -0.439, -0.251, 0.006, -0.019, -0.002, -0.016, -0.066, -0.665, -0.109, -0.210, -0.289, 1.015, -0.259, -0.131, -0.120, -0.090, -0.092, -0.113, -0.256, -0.110, -0.088, -0.112, -0.098, -0.118, -0.238, -0.108, -0.114, -0.124, -0.090, -0.085, 0.094, 0.103, 0.079, 0.073, 0.099, 0.093, 0.097, 0.092, 0.098, 0.091, 0.099, 0.105, 0.101, 0.076, 0.096, 0.093, 0.103, 0.096, 0.090], "orbital_gap_ha": 0.2393, "fmax_ev_per_a": 2.287, "lumo_ev": 3.74, "de_lowest_ev": 0.000, "total_charge": -2}

=====

# 2
{"formula": "C3H7INO", "method": "wB97M-V/def2-TZVPD", "elements": ["C", "C", "C", "N", "O", "I", "H", "H", "H", "H", "H", "H", "H"], "coordinates": [[0.1272, 1.0114, -0.5200], [-2.3228, 0.8083, 0.6622], [1.4712, -1.0331, 0.3268], [0.9639, -0.1359, -0.7955], [-1.1411, 0.5123, 0.0486], [-3.7922, -0.5765, 0.2401], [0.4826, 1.9667, 0.0631], [-2.7106, 1.7168, 1.0834], [2.6104, -1.2964, 0.1328], [1.2843, -0.5527, 1.2748], [0.8809, -1.9479, 0.2975], [0.3519, -0.6779, -1.3517], [1.7942, 0.2049, -1.4621]], "atomic_forces_ev_per_a": [[-2.97, 2.97, 2.95], [2.18, -1.69, -2.25], [2.14, -0.80, -0.62], [2.42, 1.28, -0.49], [0.09, 0.62, 0.13], [0.27, 0.17, 0.23], [-0.13, -2.35, -1.21], [0.90, 0.75, 0.03], [-2.50, 0.68, 0.58], [0.30, 0.28, 0.12], [0.13, 0.03, -0.06], [-0.54, -1.09, -1.21], [-2.29, -0.85, 1.81]], "nbo_charge": [0.072, 0.043, -0.433, -0.565, -0.489, 0.275, 0.219, 0.222, 0.251, 0.243, 0.238, 0.446, 0.476], "orbital_gap_ha": [0.2487, 0.3175], "fmax_ev_per_a": 5.132, "lumo_ev": [-5.04, -4.27], "de_lowest_ev": 4.803, "total_charge": 1}

=====

# 3
{"formula": "C6H5O6Os", "method": "wB97M-V/def2-TZVPD", "elements": ["O", "C", "Os", "O", "C", "C", "O", "C", "O", "C", "O", "H", "C", "O", "H", "H", "H", "H"], "coordinates": [[0.0088, 5.7108, -2.7718], [-0.0072, 4.5838, -2.5442], [-0.0708, -0.3034, -1.4894], [0.2797, 1.4657, 0.9606], [0.1471, 0.7794, 0.0257], [-0.0880, -2.0172, -0.7028], [-0.1042, -3.0524, -0.1588], [1.7432, -0.3198, -2.1719], [2.8403, -0.3419, -2.5561], [-1.9746, -0.0822, -1.7451], [-3.1238, 0.0436, -1.8659], [-0.0297, 2.7644, -2.1632], [0.2754, -1.3526, 3.0946], [-0.9027, -1.6582, 2.3593], [0.3709, -0.2630, 3.1216], [1.1933, -1.7689, 2.6510], [0.1720, -1.7290, 4.1208], [-0.7297, -2.4592, 1.8356]], "atomic_forces_ev_per_a": [[-0.07, -5.07, 1.01], [0.04, 2.35, -0.47], [0.12, 0.56, -0.35], [-0.50, -2.65, -3.46], [0.89, 4.58, 5.86], [-0.11, -5.72, 2.15], [0.06, 3.99, -1.95], [6.62, -0.39, -3.52], [-4.56, 0.15, 1.81], [-7.21, 0.49, -1.94], [4.72, -0.45, 0.71], [0.02, 2.53, -0.66], [0.17, 0.53, -2.10], [1.40, 0.66, 1.35], [-0.56, 0.19, 0.67], [-0.43, -0.60, 0.19], [-0.35, -0.22, 0.91], [-0.25, -0.94, -0.20]], "nbo_charge": [-0.252, 0.675, 0.514, -0.292, 0.403, 0.503, -0.335, 0.452, -0.196, 0.445, -0.200, 0.288, -0.330, -0.150, 0.291, 0.262, 0.394, 0.527], "orbital_gap_ha": [0.2264, 0.2598], "fmax_ev_per_a": 7.507, "lumo_ev": [-14.73, -16.60], "de_lowest_ev": 2.082, "multiplicity": 5, "total_charge": 3}

=====

# 4
{"formula": "C5H24N2O5", "method": "wB97M-V/def2-TZVPD", "elements": ["C", "C", "C", "N", "C", "N", "C", "H", "H", "H", "H", "H", "H", "H", "H", "H", "H", "H", "H", "H", "H", "O", "H", "H", "O", "H", "H", "O", "H", "H", "O", "H", "H", "O", "H", "H"], "coordinates": [[-3.1803, -0.6694, -1.0529], [-1.8974, -1.3445, -0.7166], [-0.6277, -0.4363, -0.4522], [-0.6499, -0.0853, 0.9940], [0.6618, -0.9017, -0.8525], [0.7282, -0.4368, -2.3118], [2.1205, -0.7036, -2.7766], [-3.8946, -1.4342, -0.9049], [-3.6724, 0.0123, -0.3370], [-3.0863, -0.1731, -1.9971], [-1.9841, -2.0207, 0.2250], [-1.4953, -2.0232, -1.5516], [-1.0051, 0.4952, -1.1905], [-1.5748, 0.1584, 1.1942], [-0.1156, 0.6739, 1.1693], [1.4831, -0.4648, -0.2178], [0.7119, -2.0182, -0.6557], [0.5532, 0.5504, -2.2449], [2.2126, -0.4976, -3.7983], [2.8984, -0.0345, -2.3017], [2.2963, -1.7215, -2.7010], [0.1052, 2.3396, -1.7759], [0.6093, 2.3453, -1.0360], [0.5135, 2.9403, -2.4221], [0.3961, -2.6054, 2.2788], [-0.2539, -2.0015, 2.0678], [0.9974, -2.6149, 1.5948], [1.8129, 2.2838, 1.3384], [1.6549, 1.8625, 2.2116], [2.4219, 2.9454, 1.4527], [-1.3615, 1.8314, 2.5898], [-0.5336, 1.5352, 2.1761], [-1.1152, 2.0874, 3.4282], [1.4147, 0.4013, 3.0634], [2.0801, 0.1354, 2.4443], [0.7760, -0.4106, 3.0687]], "atomic_forces_ev_per_a": [[-0.23, 0.45, 1.19], [3.51, -2.07, 1.30], [-5.43, 3.26, 0.27], [-0.95, -3.80, -2.21], [1.65, -0.51, -1.74], [2.22, -2.46, 1.50], [-0.89, 2.69, 0.83], [-1.19, -1.10, -1.31], [1.23, 0.46, 0.16], [-0.58, -0.03, -0.70], [-0.05, 0.88, -1.48], [-1.22, 0.77, 0.89], [1.46, -1.84, 2.25], [-1.61, 0.44, 0.67], [2.44, 2.41, -0.10], [-0.52, -0.07, -0.55], [0.20, 0.91, -0.94], [0.05, 0.30, -0.24], [-0.11, 0.46, -1.77], [-0.58, -0.97, 0.08], [0.71, -1.92, 0.63], [-2.27, 0.61, -4.19], [2.59, 0.25, 3.82], [-0.17, -0.25, 0.49], [0.39, -2.18, 3.51], [-2.29, 2.28, -1.15], [1.92, 0.01, -2.39], [-2.31, -2.51, -0.33], [0.01, 0.43, -0.52], [2.25, 2.55, 0.45], [-0.46, -0.65, -2.66], [-0.70, 0.77, 0.85], [0.72, 0.99, 2.99], [-2.10, -2.00, 0.97], [0.74, -0.53, -0.54], [1.58, 1.98, -0.03]], "nbo_charge": [-0.642, -0.402, -0.051, -0.854, -0.268, -0.624, -0.420, 0.224, 0.211, 0.219, 0.189, 0.220, 0.191, 0.379, 0.322, 0.169, 0.188, 0.384, 0.193, 0.159, 0.193, -0.933, 0.478, 0.480, -0.944, 0.482, 0.461, -0.987, 0.494, 0.469, -0.928, 0.459, 0.465, -0.980, 0.480, 0.522], "smiles": "CC[C@@H](N)CNC.O.O.O.O.O", "orbital_gap_ha": 0.3409, "fmax_ev_per_a": 6.340, "lumo_ev": 0.32, "de_lowest_ev": 3.615}